The following is a DFT calculation (ωB97M-V with the def2-TZVPD basis set) of C28H38MnN5S2Si4Te as an isolated structure.

Each line ends with the Löwdin charge.
Atoms and positions in Å:
Mn 0.132 -0.622 0.521  0.1434
S 4.761 5.285 -0.048  0.9693
N 5.034 3.715 0.385  -0.2207
C 3.886 3.056 0.282  -0.3017
C 3.701 1.660 0.506  -0.0866
C 4.720 0.778 0.846  -0.0025
C 4.442 -0.576 0.937  -0.0221
C 3.130 -1.006 0.745  -0.1267
N 2.125 -0.198 0.475  -0.0147
C 2.383 1.135 0.314  -0.1147
C 1.312 1.947 -0.108  -0.1079
N 0.092 1.347 -0.296  0.0699
C -0.887 2.075 -0.804  -0.0898
C -0.766 3.426 -1.127  -0.0274
C 0.436 4.068 -0.887  -0.0025
C 1.504 3.335 -0.385  -0.0913
C 2.802 3.878 -0.160  -0.3041
N 3.151 5.139 -0.377  -0.2236
H 5.716 1.168 1.002  0.1126
H 5.211 -1.304 1.146  0.1069
H 2.887 -2.063 0.802  0.0808
H -1.829 1.561 -0.956  0.1211
H -1.615 3.949 -1.540  0.1051
H 0.581 5.117 -1.099  0.1126
S 0.335 -0.539 5.140  0.5137
C 0.289 -0.746 3.570  -0.9796
N 0.240 -0.937 2.406  -0.0264
C -4.655 0.062 0.676  -0.1358
C -4.202 -1.031 -0.038  -0.1220
C -2.855 -1.357 -0.034  -0.1738
C -1.888 -0.616 0.663  -0.2695
C -2.403 0.457 1.416  -0.1693
C -3.745 0.793 1.421  -0.1293
H -5.698 0.349 0.654  0.0839
H -4.893 -1.634 -0.618  0.0912
H -2.543 -2.214 -0.623  0.0053
H -1.732 1.077 2.011  0.0875
H -4.078 1.639 2.007  0.0880
C 1.036 -5.550 -3.668  -0.2294
Si 1.548 -5.869 -1.851  0.3569
C 3.309 -5.144 -1.624  -0.2300
C 1.741 -7.770 -1.658  -0.2239
Si 0.007 -4.774 -0.388  0.0715
Te 0.333 -2.388 -1.212  0.5674
Si -2.237 -5.505 -0.758  0.3815
C -3.085 -4.803 -2.324  -0.2128
C -2.235 -7.408 -0.998  -0.2304
C -3.350 -5.133 0.754  -0.2139
Si 0.572 -5.154 1.901  0.3936
C 2.355 -4.621 2.349  -0.2052
C 0.451 -7.039 2.222  -0.2209
C -0.561 -4.228 3.121  -0.1984
H 1.800 -5.822 -4.390  0.0174
H 0.822 -4.494 -3.791  -0.0062
H 0.137 -6.101 -3.920  0.0092
H 4.024 -5.476 -2.372  0.0182
H 3.715 -5.409 -0.652  0.0013
H 3.258 -4.061 -1.677  -0.0097
H 2.347 -8.194 -2.455  0.0174
H 0.779 -8.268 -1.682  0.0009
H 2.219 -8.027 -0.719  0.0065
H -2.523 -5.085 -3.208  0.0123
H -3.121 -3.720 -2.296  0.0038
H -4.102 -5.164 -2.447  0.0214
H -1.729 -7.678 -1.920  0.0072
H -3.243 -7.810 -1.047  0.0178
H -1.720 -7.904 -0.182  0.0073
H -3.284 -4.084 1.026  0.0106
H -3.025 -5.718 1.609  0.0069
H -4.398 -5.364 0.581  0.0222
H 3.073 -4.943 1.602  0.0010
H 2.675 -5.020 3.308  0.0249
H 2.402 -3.539 2.421  0.0024
H 0.944 -7.599 1.434  -0.0002
H -0.583 -7.365 2.258  0.0104
H 0.915 -7.316 3.163  0.0173
H -0.526 -3.163 2.896  -0.0097
H -0.254 -4.352 4.158  0.0301
H -1.596 -4.543 3.043  0.0039

Force components x, y, z for each atom (eV/Å):
-1.3 1.2 0.3
-1.2 -1.5 0.2
-0.1 0.5 -0.1
0.6 1.2 -0.2
-1.0 -1.3 0.0
0.0 -0.1 -0.1
-0.4 0.3 -0.1
0.7 -0.6 0.2
-0.4 1.3 -0.2
2.0 -1.1 0.5
-1.5 1.6 -0.7
1.7 -0.8 0.2
-0.6 0.2 -0.2
0.3 -0.2 0.3
-0.1 -0.1 -0.1
-1.0 -1.2 0.1
1.1 0.9 0.0
0.5 0.0 0.1
0.1 0.0 0.0
0.0 0.0 0.1
-0.1 0.1 0.0
0.1 -0.1 0.0
0.0 0.0 0.0
0.0 0.1 0.0
0.1 0.2 1.3
-0.1 -0.3 -1.5
0.4 0.2 1.2
-0.2 0.1 0.0
-0.1 -0.1 -0.1
0.3 -0.1 0.0
-0.1 0.1 0.0
0.1 -0.2 0.0
0.0 0.2 0.1
-0.1 0.0 0.0
0.0 0.0 0.0
0.1 0.1 0.0
0.0 -0.1 0.0
-0.1 0.1 0.1
0.0 0.0 0.7
0.6 -0.2 -0.5
-0.6 0.0 0.1
-0.2 0.6 0.1
0.0 0.4 0.0
0.5 -1.3 -1.5
-0.6 -0.4 0.0
0.5 0.0 0.5
0.1 0.6 0.1
0.5 0.0 -0.4
0.0 0.0 0.6
-0.5 -0.1 -0.4
0.0 0.6 -0.2
0.2 -0.2 -0.6
0.3 -0.1 0.0
-0.1 0.3 0.0
-0.3 -0.2 0.0
0.0 -0.2 -0.3
0.1 -0.1 0.3
0.0 0.2 0.0
0.1 0.1 -0.2
-0.3 -0.1 0.0
0.1 0.0 0.3
0.2 -0.1 -0.2
0.0 0.3 0.0
-0.2 -0.2 0.2
0.1 0.0 -0.2
-0.2 0.0 0.0
0.1 -0.1 0.2
0.0 0.2 0.1
0.1 -0.1 0.2
-0.2 -0.1 -0.2
0.2 -0.1 -0.2
-0.1 -0.1 0.2
0.0 0.2 0.0
0.1 -0.1 -0.2
-0.3 0.0 0.0
0.1 0.0 0.3
0.0 0.1 0.0
0.2 -0.1 0.1
-0.2 -0.1 -0.1

Computed properties:
HOMO-LUMO gap (spin up / spin down) (hartree): 0.18665 / 0.17352
E (a.u.): -4737.08704
Total charge: -1
Spin multiplicity: 2

***

The following is a DFT calculation (ωB97M-V with the def2-TZVPD basis set) of C28H38N3O3PdSi as an isolated structure.

Each line ends with the Löwdin charge.
Atoms and positions in Å:
Pd -1.310 -0.348 1.046  0.8878
C -1.709 1.505 0.414  -0.3155
Si -0.393 1.834 -0.847  0.6325
C 1.306 1.180 -0.292  -0.2408
N 1.325 -0.273 -0.158  -0.2220
C 1.472 -1.016 -1.410  -0.1938
C 2.683 -1.951 -1.399  -0.1918
C 3.904 -1.205 -0.868  -0.1970
C 3.658 -0.717 0.575  -0.1715
C 2.165 -0.786 0.915  -0.2076
C -0.171 3.705 -1.100  -0.2270
C -0.593 4.395 -2.238  -0.0998
C -0.445 5.772 -2.350  -0.1046
C 0.135 6.495 -1.318  -0.1156
C 0.558 5.833 -0.173  -0.1023
C 0.403 4.458 -0.070  -0.0965
C -0.784 1.111 -2.547  -0.2483
C 0.047 1.391 -3.638  -0.1300
C -0.175 0.824 -4.884  -0.1023
C -1.243 -0.045 -5.067  -0.1095
C -2.082 -0.333 -4.001  -0.0894
C -1.855 0.242 -2.755  -0.0839
H -2.724 1.539 0.003  0.0104
H -1.628 2.225 1.231  -0.0009
H 1.460 1.610 0.704  0.0782
H 2.119 1.561 -0.939  0.0874
H 1.602 -0.305 -2.233  0.0994
H 0.558 -1.584 -1.634  0.1110
H 2.857 -2.316 -2.415  0.1046
H 2.480 -2.827 -0.777  0.1052
H 4.089 -0.347 -1.524  0.1008
H 4.796 -1.834 -0.922  0.0947
H 4.019 0.309 0.688  0.0963
H 4.216 -1.325 1.293  0.1009
H 1.917 -0.235 1.821  0.0971
H 1.869 -1.820 1.109  0.1023
H -1.050 3.846 -3.054  0.0919
H -0.783 6.281 -3.245  0.0928
H 0.253 7.569 -1.403  0.0907
H 1.006 6.390 0.641  0.0944
H 0.727 3.960 0.838  0.0999
H 0.891 2.061 -3.508  0.1048
H 0.487 1.054 -5.711  0.0932
H -1.418 -0.496 -6.037  0.0906
H -2.914 -1.015 -4.133  0.0964
H -2.505 -0.016 -1.929  0.0735
C -0.357 -6.220 0.731  -0.0404
N -1.080 -4.981 0.518  -0.0645
C -2.171 -4.921 -0.289  -0.0804
C -2.809 -3.763 -0.533  -0.0019
C -2.268 -2.578 0.089  -0.5151
O -2.710 -1.423 -0.158  -0.1244
N -1.238 -2.665 0.950  0.1204
C -0.563 -3.820 1.149  -0.5175
O 0.448 -3.946 1.826  0.0253
H -0.927 -7.038 0.292  0.0790
H -0.221 -6.393 1.796  0.0885
H 0.632 -6.175 0.273  0.0910
H -2.484 -5.861 -0.726  0.1175
H -3.663 -3.700 -1.187  0.1015
C 0.192 1.589 4.524  -0.0577
C -0.595 0.510 3.770  -0.7642
C -0.293 -0.866 4.387  -0.0540
C -2.095 0.801 3.919  -0.0728
O -0.155 0.536 2.450  -0.3428
H -0.055 1.607 5.589  0.0709
H -0.028 2.569 4.092  0.0727
H 1.262 1.400 4.413  0.0734
H -0.598 -0.928 5.437  0.0702
H 0.776 -1.071 4.314  0.0763
H -0.817 -1.639 3.820  0.0633
H -2.385 0.808 4.975  0.0715
H -2.679 0.040 3.396  0.0596
H -2.340 1.771 3.481  0.0677

Force components x, y, z for each atom (eV/Å):
-0.2 0.1 0.3
-0.1 0.0 -0.1
0.1 -0.1 0.1
0.0 -0.1 0.0
0.1 0.0 -0.1
0.0 0.0 0.0
0.0 0.0 0.0
0.0 0.0 0.0
0.0 0.0 0.0
0.0 0.0 0.0
0.1 0.0 0.0
0.0 0.0 0.0
0.0 0.0 0.0
0.0 0.0 0.0
0.0 0.0 0.0
0.0 0.0 0.0
0.0 0.0 0.0
0.0 0.0 0.0
0.0 0.0 0.0
0.0 0.0 0.0
0.0 0.0 0.0
0.0 0.0 0.0
0.0 0.0 0.0
0.0 0.0 0.0
0.0 0.0 0.0
0.0 0.0 0.0
0.0 0.0 0.0
0.0 0.0 0.0
0.0 0.0 0.0
0.0 0.0 0.0
0.0 0.0 0.0
0.0 0.0 0.0
0.0 0.0 0.0
0.0 0.0 0.0
0.0 0.0 0.0
0.0 0.0 0.0
0.0 0.0 0.0
0.0 0.0 0.0
0.0 0.0 0.0
0.0 0.0 0.0
0.0 0.0 0.0
0.0 0.0 0.0
0.0 0.0 0.0
0.0 0.0 0.0
0.0 0.0 0.0
0.0 0.0 0.0
0.0 0.0 0.0
0.0 0.0 0.0
0.0 0.0 0.0
0.0 0.0 0.0
0.2 -0.1 0.0
0.0 0.1 -0.1
0.0 0.0 0.0
0.0 0.0 0.1
0.0 0.0 0.0
0.0 0.0 0.0
0.0 0.0 0.0
0.0 0.0 0.0
0.0 0.0 0.0
0.0 0.0 0.0
0.0 0.0 0.0
0.0 -0.2 0.1
0.0 0.0 0.0
0.0 0.0 0.0
0.0 0.1 -0.3
0.0 0.0 0.0
0.0 0.0 0.0
0.0 0.0 0.0
0.0 0.0 0.0
0.0 0.0 0.0
0.0 0.0 0.0
0.0 0.0 0.0
0.0 0.0 0.0
0.0 0.0 0.0

Computed properties:
HOMO-LUMO gap (hartree): 0.25024
E (a.u.): -1897.22196
Total charge: -1
Energy above the lowest of the compared OMol25 structures with the same formula, charge and spin (kcal per mole): 5.0

***

no.,F_max (Eh/bohr)
1,0.0453
2,0.0070